Entry 1:
C2H6N3O | ωB97M-V with the def2-TZVPD basis set

Geometry as ORCA input:
```
! wB97M-V def2-TZVPD RIJCOSX def2/J DEFGRID3
* xyz 1 1
C 1.1447 -1.0025 -1.7838
C 0.0221 0.6734 -1.1538
N 0.1843 -0.3038 -2.1318
N 0.8926 0.4043 -0.0544
N -0.2747 -0.0375 1.4675
O 1.5606 -0.6390 -0.4210
H 1.5488 -1.9073 -2.1437
H 0.5230 1.5703 -1.5201
H -1.1618 1.0996 -1.0536
H 0.0944 0.8717 1.8026
H 0.2246 -0.8548 1.9907
H -1.3682 -0.1368 1.6339
*
```

Computed properties:
- Gap between HOMO and LUMO (spin up / spin down): 9.42 / 9.41 eV
- Electronic energy: -8677.24786 eV
- E_HOMO (spin up / spin down): -0.5614 / -0.5614 Eh

Here are the Mulliken charges for atoms 1 to 8, given in e:
1. C 0.05
2. C -0.19
3. N -0.25
4. N 0.04
5. N -0.59
6. O -0.15
7. H 0.39
8. H 0.32

Entry 2:
C3H7N3OS | ωB97M-V with the def2-TZVPD basis set

Geometry as ORCA input:
```
! wB97M-V def2-TZVPD RIJCOSX def2/J DEFGRID3
* xyz 0 1
C 0.7091 3.5005 -1.5468
C -0.4138 0.6036 -0.0131
C 0.5420 -2.3138 1.1907
H 1.0933 4.4381 -1.1980
H -0.2369 3.6741 -2.0395
H 1.3949 3.1086 -2.2958
H 0.0310 2.9577 0.3035
H -0.6365 0.8816 1.0184
H -0.5348 -0.9548 -1.3015
H 0.5666 -3.1086 1.9554
N 0.6222 2.5745 -0.4380
N 0.1818 1.3259 -0.8536
N -0.9064 -0.6633 -0.4027
O 1.5133 -1.8326 0.6764
S -1.1307 -1.8586 0.7639
*
```

Computed properties:
- Structure (SMILES): CN/N=C/NSC=O
- Gap between HOMO and LUMO: 8.93 eV
- Electronic energy: -20575.72734 eV
- E_HOMO: -0.3002 Eh

Here are the Mulliken charges for atoms 1 to 8, given in e:
1. C -0.77
2. C -0.14
3. C 0.09
4. H 0.33
5. H 0.32
6. H 0.25
7. H 0.28
8. H 0.32

Entry 3:
C5H8NO | ωB97M-V with the def2-TZVPD basis set

Geometry as ORCA input:
```
! wB97M-V def2-TZVPD RIJCOSX def2/J DEFGRID3
* xyz 1 1
C -2.3801 -0.4366 -1.3122
C -1.6928 -0.6566 -0.2388
C 1.9131 0.6876 1.1145
C 1.5453 0.1889 -0.2451
C -1.0188 -0.4959 0.8642
N 1.1043 1.3604 0.0323
O 1.3187 -0.7676 -1.0361
H -3.3586 -0.8499 -1.5473
H 1.4196 0.3560 2.0251
H 2.9725 1.1217 0.9920
H -1.4565 0.2508 1.5278
H -0.3339 -1.3100 1.1082
H -2.1547 0.0901 -2.2315
H 0.3072 2.0768 -0.0099
H 1.8148 -1.6157 -1.0433
*
```

Computed properties:
- Gap between HOMO and LUMO: 9.13 eV
- Electronic energy: -8840.09379 eV
- E_HOMO: -0.4973 Eh

Here are the Mulliken charges for atoms 1 to 8, given in e:
1. C -0.87
2. C 0.67
3. C -0.18
4. C 0.40
5. C -1.03
6. N -0.18
7. O -0.36
8. H 0.26

Entry 4:
C6H12O | ωB97M-V with the def2-TZVPD basis set

Geometry as ORCA input:
```
! wB97M-V def2-TZVPD RIJCOSX def2/J DEFGRID3
* xyz 0 1
C -1.9360 -0.9596 -0.6196
C -0.8498 0.0589 -0.2471
C -1.3973 1.1190 0.7096
C 0.2922 -0.7206 0.3677
O 1.0965 -1.4535 -0.5490
C 1.7398 -0.4816 0.2698
C 2.4667 0.6916 -0.3509
H -2.7950 -0.4797 -1.1014
H -1.5395 -1.7225 -1.2978
H -2.3040 -1.4692 0.2818
H -0.4873 0.5418 -1.1643
H -1.7325 0.6619 1.6496
H -2.2619 1.6276 0.2673
H -0.6437 1.8770 0.9505
H -0.0182 -1.2940 1.2492
H 2.3233 -0.9576 1.0610
H 2.9679 0.4013 -1.2815
H 3.2452 0.9969 0.3569
H 1.8334 1.5624 -0.5516
*
```

Computed properties:
- Structure (SMILES): CC(C)[C@H]1O[C@H]1C
- Gap between HOMO and LUMO: 11.04 eV
- Electronic energy: -8463.12051 eV
- E_HOMO: -0.3650 Eh

Here are the Mulliken charges for atoms 1 to 8, given in e:
1. C -1.55
2. C 0.65
3. C -1.42
4. C -0.25
5. O -0.49
6. C 0.10
7. C -1.24
8. H 0.41

Entry 5:
C4H7NO2 | ωB97M-V with the def2-TZVPD basis set

Geometry as ORCA input:
```
! wB97M-V def2-TZVPD RIJCOSX def2/J DEFGRID3
* xyz 0 1
C 1.0797 0.4575 -1.6342
C 0.6389 1.3795 -0.5763
C 0.6285 -0.1472 -0.3391
C -1.2609 -0.8064 1.1079
N 1.4744 0.3108 -2.8428
O 1.5862 -0.5059 0.6350
O -0.7713 -0.7781 -0.2489
H 1.5978 1.8478 -0.2385
H -0.3177 1.9224 -0.7735
H -0.7574 -1.5063 1.7952
H -2.2259 -1.3588 0.9586
H -1.1400 0.1725 1.5740
H 1.7141 -0.6313 -3.1868
H 1.6731 -1.5321 0.5477
*
```

Computed properties:
- Structure (SMILES): [H]/N=C1/C[C@@]1(O)OC
- Gap between HOMO and LUMO: 9.76 eV
- Electronic energy: -9842.86130 eV
- E_HOMO: -0.3362 Eh

Here are the Mulliken charges for atoms 1 to 8, given in e:
1. C 0.46
2. C -0.49
3. C 0.26
4. C -0.62
5. N -0.70
6. O -0.50
7. O -0.33
8. H 0.23

Entry 6:
C14H23NO9 | ωB97M-V with the def2-TZVPD basis set

Geometry as ORCA input:
```
! wB97M-V def2-TZVPD RIJCOSX def2/J DEFGRID3
* xyz 0 1
O 6.8873 -2.1884 1.5809
C 5.7756 -1.8057 1.7745
O 5.5074 -0.5128 2.1704
C 4.5147 -2.6153 1.4946
C 3.8941 -2.1733 0.2038
C 2.7103 -1.5947 -0.0211
C 1.6511 -1.2120 0.9563
O 0.3928 -1.5890 0.4314
C -0.5972 -1.6222 1.4349
O -1.8158 -1.7605 0.7928
C -2.8642 -0.9234 1.2433
C -4.1546 -1.7075 1.5538
O -3.9489 -3.0687 1.8677
C 2.6108 -1.3317 -1.4869
O 1.7540 -0.7994 -2.1156
O 3.7688 -1.8056 -2.0786
C 4.5834 -2.3347 -1.1075
O 5.6283 -2.8517 -1.3438
H 5.1342 -0.4897 3.0598
H 4.7839 -3.6698 1.4513
H 3.8127 -2.4369 2.3073
H 1.8364 -1.7464 1.8944
H 1.6818 -0.1338 1.1509
H -0.4144 -2.4819 2.0998
H -0.5435 -0.6917 2.0179
H -2.5729 -0.3460 2.1238
H -3.0836 -0.2030 0.4487
H -4.6512 -1.2002 2.3895
H -4.8369 -1.6660 0.7090
H -3.2597 -3.1251 2.5366
C -1.2302 4.3841 -1.5500
C -0.9636 2.8997 -1.3227
C -1.6661 1.9619 -2.3123
O -3.0551 1.8012 -2.0958
C -3.8776 2.8245 -2.6217
N -1.2832 2.5602 0.0680
H -2.2061 4.6840 -1.1688
H -0.4860 4.9816 -1.0243
H -1.1831 4.6386 -2.6103
H 0.1092 2.7361 -1.4622
H -1.2417 0.9626 -2.1873
H -1.4769 2.2691 -3.3496
H -3.4885 3.1961 -3.5743
H -3.9866 3.6593 -1.9250
H -4.8635 2.3935 -2.7923
H -0.9890 1.6023 0.2402
H -2.2965 2.5324 0.1485
*
```

Computed properties:
- Structure (SMILES): O=C(O)CC1=C(COCOCCO)C(=O)OC1=O.COC[C@@H](C)N
- Gap between HOMO and LUMO: 8.30 eV
- Electronic energy: -34806.47810 eV
- E_HOMO: -0.3435 Eh

Here are the Mulliken charges for atoms 1 to 8, given in e:
1. O -0.47
2. C 0.41
3. O -0.48
4. C -0.69
5. C 0.30
6. C 0.70
7. C -0.53
8. O -0.29

Entry 7:
C6H17N6 | ωB97M-V with the def2-TZVPD basis set

Geometry as ORCA input:
```
! wB97M-V def2-TZVPD RIJCOSX def2/J DEFGRID3
* xyz 1 1
C 0.8367 1.1339 0.3284
C 1.8273 0.2241 0.6590
C 0.6357 -1.6765 -0.5506
C -1.5096 1.9546 0.2301
C -1.1484 -0.5739 -1.7935
C -2.1363 -0.7698 1.3462
N 1.1545 2.0698 -0.5959
N -0.4762 0.9330 0.7093
N -0.5825 -1.0418 -0.5389
N 3.2154 0.4787 0.4700
N 0.8698 -2.7262 0.2810
N -0.8786 -0.3636 0.7679
H 1.4798 -0.4174 1.5339
H 0.9947 -1.9623 -1.6125
H -1.2277 3.0250 0.5201
H -1.5368 2.0691 -0.8619
H -2.4177 1.5607 0.7836
H -1.0713 -1.3875 -2.4375
H -2.2554 -0.2718 -1.7719
H -0.5593 0.1775 -2.2789
H -2.2610 -1.7659 1.1365
H -2.1573 -0.4975 2.4685
H -3.1439 -0.2435 0.9466
H 0.5786 2.8541 -0.7862
H 2.1436 2.1861 -0.7899
H 3.7771 -0.3066 0.4663
H 3.5545 1.2117 -0.2153
H 1.7727 -3.3196 0.2742
H 0.5217 -2.5546 1.3117
*
```

Computed properties:
- Structure (SMILES): CN(C=[NH2+])N(C)N(C)/C(N)=C/N
- Gap between HOMO and LUMO (spin up / spin down): 7.20 / 7.20 eV
- Electronic energy: -15427.41445 eV
- E_HOMO (spin up / spin down): -0.3888 / -0.3888 Eh

Here are the Mulliken charges for atoms 1 to 8, given in e:
1. C 0.39
2. C 0.01
3. C -0.15
4. C -1.10
5. C -1.05
6. C -0.94
7. N -0.35
8. N -0.08

Entry 8:
C4H5N3 | ωB97M-V with the def2-TZVPD basis set

Geometry as ORCA input:
```
! wB97M-V def2-TZVPD RIJCOSX def2/J DEFGRID3
* xyz 0 1
C -0.0416 -1.1441 1.0553
N 0.5976 -0.3523 -0.0341
C -0.1739 0.8491 -0.4446
C 0.6221 1.9332 -0.8325
N 1.3534 2.7995 -1.1097
C -1.4852 0.5831 -0.8567
N -2.5743 0.2828 -1.1494
H -0.0841 -0.5149 1.9439
H 0.5414 -2.0502 1.2345
H -1.0538 -1.3945 0.7354
H 0.7900 -0.9779 -0.8267
H 1.5084 -0.0139 0.2845
*
```

Computed properties:
- Gap between HOMO and LUMO: 8.00 eV
- Electronic energy: -8696.88137 eV
- E_HOMO: -0.2992 Eh

Here are the Mulliken charges for atoms 1 to 8, given in e:
1. C -0.85
2. N -0.19
3. C -0.09
4. C 0.22
5. N -0.50
6. C 0.21
7. N -0.51
8. H 0.33

How do the records compare in ΔE to the lowest compared entry with this formula, charge and spin? In the order shown, they have 576.0; 237.0; 450.3; 119.0; 426.3; 0.0; 384.9; 282.8 kJ/mol.